(1)
A single C19H18F3N3O3 molecule in a non-equilibrium geometry, computed with ωB97M-V with the def2-TZVPD basis set.

Last column: natural (NBO) charge in e.
CARTESIAN COORDINATES (ANGSTROEM)
O1 2.8130 -1.5292 -2.2767  -0.587
C1 1.8805 -1.3455 -1.5236  0.670
N1 0.5982 -1.3576 -1.9820  -0.626
C2 -0.5977 -1.1367 -1.2698  0.078
C3 -1.6071 -2.0730 -1.4169  -0.135
C4 -2.7757 -1.9811 -0.6738  -0.193
C5 -2.9258 -0.9497 0.2410  -0.167
C6 -1.9436 0.0110 0.3548  -0.205
C7 -0.7784 -0.0151 -0.4227  0.171
N2 0.1928 0.9581 -0.3271  -0.458
C8 0.2526 1.8415 0.8180  -0.215
C9 -0.5062 3.1537 0.5996  -0.415
C10 0.0281 3.8430 -0.6526  -0.398
C11 -0.0520 2.8820 -1.8347  -0.411
C12 0.7153 1.5932 -1.5221  -0.213
H1 0.6461 0.9161 -2.3707  0.222
H2 1.7715 1.8285 -1.3501  0.192
H3 0.3682 3.3423 -2.7296  0.214
H4 -1.0969 2.6343 -2.0360  0.201
H5 -0.5472 4.7463 -0.8607  0.213
H6 1.0685 4.1356 -0.4925  0.194
H7 -0.3821 3.7947 1.4733  0.214
H8 -1.5712 2.9526 0.4722  0.198
H9 -0.1098 1.3134 1.7008  0.213
H10 1.3128 2.0724 0.9809  0.199
H11 -2.1039 0.8203 1.0470  0.212
H12 -3.8162 -0.8879 0.8459  0.233
C13 -3.8535 -2.9974 -0.8920  0.977
F1 -3.3760 -4.2515 -0.9696  -0.325
F2 -4.7874 -2.9980 0.0659  -0.320
F3 -4.5113 -2.7879 -2.0557  -0.331
H13 -1.4637 -2.9049 -2.0909  0.223
H14 0.5036 -1.7011 -2.9309  0.416
C14 2.0779 -1.0965 -0.0629  -0.125
C15 1.2986 -1.7200 0.9008  -0.181
C16 1.5478 -1.4561 2.2400  0.073
C17 2.5789 -0.6141 2.6386  -0.196
C18 3.3805 -0.0351 1.6721  -0.218
C19 3.1341 -0.2781 0.3311  -0.138
H15 3.7602 0.1586 -0.4322  0.235
H16 4.1989 0.6044 1.9647  0.226
H17 2.7384 -0.4361 3.6910  0.251
N3 0.6996 -2.0617 3.2399  0.517
O2 0.9875 -1.8826 4.4030  -0.375
O3 -0.2576 -2.6957 2.8520  -0.371
H18 0.5098 -2.4096 0.6431  0.258

Atoms 1-6, force components in eV/Å:
O 0.211 0.061 -0.061
C 0.023 -0.008 0.144
N -0.195 -0.241 -0.493
C -0.356 0.089 0.182
C -0.154 0.164 0.217
C -0.025 0.024 0.047

frontier orbital gap: 0.2796 Eh
charge: 0
2S+1: 1
total energy: -1424.37291 Ha
SMILES string: O=C(Nc1cc(C(F)(F)F)ccc1N1CCCCC1)c1cccc([N+](=O)[O-])c1
LUMO: -0.68 eV

(2)
A molecular structure, C19H18F3NO3 in a non-equilibrium geometry, computed with ωB97M-V with the def2-TZVPD basis set.

Last column: natural (NBO) charge in e.
CARTESIAN COORDINATES (ANGSTROEM)
C1 1.2171 0.1187 7.0123  -0.631
C2 1.4511 -0.0815 5.4624  0.023
C3 2.5271 -0.9843 4.9803  -0.221
C4 2.7290 -1.1813 3.7875  -0.195
C5 1.9767 -0.4261 2.9039  -0.046
C6 0.8599 0.2060 3.3750  -0.172
C7 0.5673 0.4074 4.7933  -0.229
H1 0.0252 1.1400 4.9059  0.202
H2 0.3705 0.6601 2.5518  0.230
C8 2.1267 -0.9080 1.3942  -0.412
H3 1.8487 -0.3366 0.7246  0.189
H4 3.3918 -1.1107 1.2270  0.213
C9 1.4761 -2.0850 1.0786  -0.285
C10 2.0700 -2.9462 -0.2937  0.850
O1 1.5973 -3.0316 -1.2766  -0.592
O2 3.2911 -3.1965 0.0142  -0.652
H5 3.6273 -3.3980 -0.8281  0.481
C11 -0.1335 -2.1775 1.0271  -0.397
C12 -0.5266 -0.9697 -0.0084  0.665
O3 -1.1095 -0.0946 0.6990  -0.658
N1 -0.3648 -1.1005 -1.1746  -0.604
C13 -0.8492 -0.4693 -2.1450  0.090
C14 -1.4730 0.8182 -2.0470  -0.166
C15 -1.8923 1.5816 -3.0266  -0.156
C16 -1.2185 1.3774 -4.5225  -0.154
C17 -0.8451 0.1871 -4.6762  -0.223
C18 -0.5675 -0.5003 -3.4365  -0.099
H6 0.0900 -1.6692 -3.8197  0.135
H7 -0.6380 -0.1978 -5.4913  0.201
H8 -1.8295 2.0108 -5.2048  0.234
C19 -2.4138 2.9935 -2.8929  0.969
F1 -3.4076 2.9979 -1.9376  -0.347
F2 -3.0138 3.5848 -3.9610  -0.313
F3 -1.6792 4.0559 -2.1913  -0.365
H9 -1.7444 1.2756 -0.9353  0.294
H10 0.0523 -2.1402 -1.6351  0.465
H11 -0.3074 -1.9292 1.9091  0.195
H12 -0.6948 -3.2376 0.5753  0.208
H13 1.7193 -3.0637 1.8036  0.208
H14 3.5717 -2.0885 3.5569  0.217
H15 2.9920 -1.4559 5.9063  0.214
H16 1.6808 -0.8433 7.7828  0.196
H17 1.7421 1.0977 7.3967  0.216
H18 0.1930 0.2566 7.3937  0.222

Atoms 1-6, force components in eV/Å:
C 3.096 -0.832 2.831
C 6.628 -5.268 9.671
C -2.498 1.860 12.463
C 4.987 -4.466 -6.972
C -1.576 -1.900 -3.076
C 0.954 0.606 -1.015

frontier orbital gap: 0.3330 Eh
charge: 0
2S+1: 1
total energy: -1314.31835 Ha
LUMO: 0.12 eV

(3)
A molecular structure, C19H18IrN5O3S4 in a non-equilibrium geometry, computed with ωB97M-V with the def2-TZVPD basis set.

Last column: Mulliken spin population.
CARTESIAN COORDINATES (ANGSTROEM)
Ir1 0.9839 0.9091 0.4457  0.475
O1 -0.7069 4.6018 0.7015  0.015
C1 -0.3028 3.4426 0.8232  -0.029
N1 0.6872 2.8477 0.1607  0.009
C2 1.3540 3.4887 -0.9541  -0.004
C3 2.3936 2.5214 -1.4707  -0.007
C4 3.2313 2.9071 -2.4940  0.006
C5 4.1471 2.0161 -3.0124  -0.005
C6 4.2255 0.7431 -2.4752  -0.002
C7 3.3659 0.4186 -1.4387  0.016
N2 2.4356 1.2656 -0.9666  0.035
C8 -0.9149 2.4982 1.8477  0.068
C9 -1.8940 2.9497 2.7078  -0.010
C10 -2.4062 2.0787 3.6510  0.008
C11 -1.9125 0.7877 3.7263  -0.001
C12 -0.9257 0.3936 2.8385  0.023
N3 -0.4511 1.2280 1.8875  0.029
H1 1.8347 4.4333 -0.6692  -0.003
H2 0.6309 3.7106 -1.7427  -0.001
H3 3.1555 3.9175 -2.8604  0.001
H4 4.7905 2.3058 -3.8291  0.000
H5 4.9179 -0.0078 -2.8384  -0.001
H6 3.3529 -0.5701 -1.0113  0.002
H7 -2.2450 3.9740 2.6355  0.000
H8 -3.1829 2.4039 4.3136  0.000
H9 -2.2824 0.0905 4.4574  -0.001
H10 -0.5222 -0.6028 2.8439  -0.007
S1 0.3745 -0.3529 -2.3576  0.749
S2 -1.1743 0.0166 -3.3578  0.775
S3 -2.8580 2.0374 -1.4084  1.024
S4 -2.7298 0.6871 -0.1256  0.835
O2 -4.7446 -2.7283 -0.1616  0.002
C13 -3.7839 -3.4634 -0.8869  0.005
N4 -2.5160 -2.9992 -0.4075  0.004
C14 -1.4214 -3.7888 -0.3705  -0.005
O3 -1.4280 -4.9593 -0.7079  0.001
C15 -0.1513 -3.1822 0.1312  0.042
C16 0.9693 -3.9367 0.4441  -0.016
C17 2.1302 -3.3107 0.8774  0.011
C18 2.1484 -1.9308 0.9725  -0.004
N5 1.0846 -1.1772 0.6492  -0.048
C19 -0.0426 -1.8134 0.2704  -0.042
H11 -5.5234 -2.5792 -0.6985  0.000
H12 -3.8868 -3.3045 -1.9590  0.002
H13 -3.8536 -4.5293 -0.6747  -0.001
H14 -2.4436 -1.9940 -0.3338  0.004
H15 0.9305 -5.0169 0.3392  0.000
H16 3.0080 -3.8772 1.1346  0.001
H17 3.0345 -1.3861 1.2925  -0.001
H18 -0.8827 -1.1638 0.0613  0.044

Atoms 1-6, force components in eV/Å:
Ir 0.020 0.017 -0.444
O 0.072 -0.450 0.047
C 0.048 0.340 -0.109
N -0.023 0.125 0.120
C -0.016 -0.454 0.567
C -0.341 0.000 -0.062

frontier orbital gap (alpha / beta): 0.2427 / 0.1856 Eh
expectation value of S²: 6.03
charge: 0
2S+1: 5
total energy: -2931.42897 Ha
LUMO (alpha / beta): -0.13 / -1.31 eV

(4)
A single C19H18N2O molecule in a non-equilibrium geometry, computed with ωB97M-V with the def2-TZVPD basis set.

Last column: natural (NBO) charge in e.
CARTESIAN COORDINATES (ANGSTROEM)
N1 -0.3000 0.3832 -2.2668  -0.498
O1 1.4903 -0.4403 -3.1306  -0.673
C1 0.8393 -0.2167 -1.9714  0.492
C2 -1.1587 0.6729 -1.2564  0.170
C3 -4.9952 2.5052 -2.1700  -0.208
C4 1.4876 -0.8933 4.5483  -0.211
C5 -4.6952 2.0790 -0.8751  -0.217
C6 -4.0250 2.3569 -3.1770  -0.213
C7 2.3377 -0.2071 3.6912  -0.212
C8 0.2453 -1.3907 4.0209  -0.204
C9 -3.4838 1.4775 -0.5565  -0.185
C10 -2.7869 1.8011 -2.8361  -0.177
C11 1.9685 0.0608 2.3319  -0.190
C12 -0.0950 -1.1469 2.6960  -0.203
C13 -0.7759 0.3063 0.0459  -0.205
C14 -2.4807 1.2880 -1.5429  -0.064
C15 0.7572 -0.4409 1.8208  -0.052
C16 0.4598 -0.2248 0.3836  -0.034
C17 1.3219 -0.5209 -0.6680  0.085
N2 2.5471 -1.1850 -0.4853  -0.457
C18 3.6839 -0.8433 -1.3368  -0.398
C19 2.7179 -2.4184 0.3271  -0.401
H1 0.8168 -0.1829 -3.7792  0.502
H2 -5.9250 2.9923 -2.4180  0.213
H3 1.7229 -1.0593 5.5623  0.215
H4 -5.4015 2.2649 -0.0388  0.214
H5 -4.2216 2.7138 -4.1740  0.215
H6 3.3000 0.1860 4.0014  0.216
H7 -0.4743 -1.8688 4.6741  0.216
H8 -3.3671 1.0862 0.4228  0.207
H9 -2.0578 1.7279 -3.6333  0.222
H10 2.6364 0.5470 1.6169  0.226
H11 -1.0503 -1.4726 2.2890  0.216
H12 -1.3738 0.5166 0.9069  0.204
H13 3.6942 -1.3442 -2.3092  0.195
H14 4.6346 -1.1270 -0.8469  0.194
H15 3.7180 0.2358 -1.4951  0.202
H16 3.5458 -3.0495 -0.0239  0.205
H17 1.8116 -3.0058 0.2921  0.201
H18 2.9309 -2.1631 1.3602  0.196

Atoms 1-6, force components in eV/Å:
N -1.470 0.540 1.664
O 1.320 -0.932 0.151
C -0.756 0.900 -0.445
C 0.748 -0.957 0.730
C 0.876 -0.077 -0.299
C -1.505 -0.321 -2.165

frontier orbital gap: 0.2869 Eh
charge: 0
2S+1: 1
total energy: -919.55511 Ha
SMILES string: CN(C)c1c(-c2ccccc2)cc(-c2ccccc2)nc1O
LUMO: 0.37 eV

(5)
A molecular structure, C19H18N2O2 in a non-equilibrium geometry, computed with ωB97M-V with the def2-TZVPD basis set.

Last column: natural (NBO) charge in e.
CARTESIAN COORDINATES (ANGSTROEM)
C1 6.0902 0.8613 -2.1021  -0.223
H1 5.6552 1.7922 -2.3467  0.150
O1 6.1027 0.5177 -0.8784  -0.476
C2 4.7726 0.1184 -0.3655  0.292
C3 4.7186 -0.4372 0.8446  -0.287
C4 3.4451 -0.6505 1.6612  -0.117
C5 2.2090 -0.6146 1.0724  -0.090
C6 2.3020 -0.0431 -0.5393  -0.179
C7 3.4648 0.2816 -1.1327  -0.280
H2 3.5388 0.5467 -2.0716  0.206
H3 1.3448 0.2565 -0.9540  0.206
C8 0.9335 -0.7183 1.5227  0.515
O2 0.9057 -0.7859 2.7010  -0.644
N1 0.0946 -1.2902 0.8946  -0.515
H4 0.2430 -1.5806 -0.2433  0.407
C9 -1.3099 -1.7474 1.4923  -0.303
C10 -2.2800 -1.1836 0.6273  0.046
C11 -3.1721 -1.7935 -0.1746  -0.272
C12 -4.0080 -0.9746 -1.0991  0.283
N2 -4.2956 0.2607 -0.8964  -0.464
C13 -3.5289 0.9531 -0.2980  0.229
C14 -3.7953 2.4490 -0.0487  -0.205
C15 -2.9211 3.2702 0.6544  -0.166
C16 -1.9997 2.6471 1.6068  -0.232
C17 -1.7236 1.4161 1.2105  -0.154
C18 -2.3964 0.4124 0.6188  -0.104
H5 -0.9598 0.6518 2.1072  0.156
H6 -1.3127 3.4045 2.0376  0.233
H7 -3.1461 4.1894 0.7124  0.185
H8 -4.4091 2.7162 -0.7775  0.197
C19 -4.9998 -1.7620 -1.9831  -0.649
H9 -5.7007 -1.2254 -2.6001  0.239
H10 -5.5792 -2.5263 -1.3245  0.226
H11 -4.4453 -2.5802 -2.6650  0.213
H12 -3.0766 -2.8810 -0.3205  0.220
H13 -1.2114 -1.2051 2.4533  0.301
H14 -1.3603 -2.7941 1.1444  0.233
H15 3.4718 -0.8473 2.9112  0.255
H16 5.6110 -0.2804 1.5453  0.232
H17 6.9853 1.1480 -2.2737  0.187
H18 5.7428 0.0285 -2.7233  0.148

Atoms 1-6, force components in eV/Å:
C -4.002 -0.677 -4.661
H -1.992 1.141 -0.227
O -4.053 -2.594 8.188
C -0.280 0.211 -1.988
C -0.427 1.032 4.813
C 0.322 -0.584 1.407

frontier orbital gap: 0.2850 Eh
charge: 0
2S+1: 1
total energy: -994.34100 Ha
LUMO: -0.51 eV

> Which formula does entry 1 have?

C19H18F3N3O3